Record 1
{
  "formula": "C21H24N2O2S",
  "method": "the ωB97M-V functional and the def2-TZVPD basis",
  "lumo_energy_ev": -0.16,
  "de_lowest_kcal_mol": 39.5,
  "max_force_ha_per_bohr": 0.0838,
  "energy_ev": -40076.98028,
  "elements": ["S", "C", "N", "C", "C", "C", "C", "C", "C", "C", "C", "C", "C", "C", "C", "C", "C", "C", "C", "C", "C", "C", "O", "C", "O", "N", "H", "H", "H", "H", "H", "H", "H", "H", "H", "H", "H", "H", "H", "H", "H", "H", "H", "H", "H", "H", "H", "H", "H", "H"],
  "coordinates": [[3.61677, 2.18752, 2.88288], [2.57069, 2.04519, 1.60617], [1.33731, 1.48545, 1.80163], [0.46701, 1.50406, 0.78196], [-0.83397, 0.71914, 0.84591], [-0.92309, -0.42648, -0.16043], [-2.29323, -1.19515, -0.01871], [-2.51608, -1.77655, 1.39162], [-2.46334, -0.62513, 2.40067], [-3.58197, 0.40761, 2.11613], [-3.38990, 0.97001, 0.70366], [-3.40597, -0.16636, -0.31959], [-2.02375, 1.66327, 0.63241], [-1.07706, 0.05619, 2.26928], [0.79589, 2.27501, -0.47242], [2.20659, 2.04649, -0.87466], [2.39555, 0.66410, -1.47703], [1.89694, 0.41059, -2.77913], [1.91273, -0.88222, -3.27940], [2.47058, -1.89943, -2.50268], [3.00834, -1.64493, -1.29182], [2.92666, -0.38998, -0.73986], [3.59892, -2.75459, -0.76712], [3.34945, -3.77856, -1.73853], [2.67586, -3.18299, -2.87162], [3.02294, 2.30226, 0.32817], [-0.07931, -1.09398, 0.03229], [-0.79891, -0.05628, -1.18081], [-2.33898, -2.02828, -0.70037], [-1.74817, -2.48283, 1.64723], [-3.48033, -2.33401, 1.43012], [-2.65128, -0.96785, 3.41272], [-4.57575, -0.06104, 2.15286], [-3.63159, 1.21463, 2.82869], [-4.14440, 1.73965, 0.43670], [-3.28067, 0.19710, -1.31052], [-4.36885, -0.72145, -0.27293], [-2.00456, 2.46318, 1.40813], [-1.92219, 2.13076, -0.30789], [-0.25262, -0.65808, 2.45503], [-1.00461, 0.82731, 3.06094], [0.68951, 3.35140, -0.24959], [0.10787, 1.96309, -1.29125], [2.53312, 2.80040, -1.63280], [1.39652, 1.19570, -3.32824], [1.51522, -1.06851, -4.26209], [3.31034, -0.28259, 0.25678], [2.72038, -4.54017, -1.22819], [4.29149, -4.22377, -2.09968], [3.97391, 2.62108, 0.27541]]
}

---

Record 2
{
  "formula": "C21H24N2O3S",
  "method": "the ωB97M-V functional and the def2-TZVPD basis",
  "lumo_energy_ev": 0.55,
  "de_lowest_kcal_mol": 42.7,
  "max_force_ha_per_bohr": 0.0196,
  "energy_ev": -42124.05108,
  "elements": ["C", "C", "C", "C", "C", "N", "C", "S", "O", "O", "C", "C", "C", "C", "C", "C", "C", "C", "C", "N", "C", "O", "C", "C", "C", "C", "C", "H", "H", "H", "H", "H", "H", "H", "H", "H", "H", "H", "H", "H", "H", "H", "H", "H", "H", "H", "H", "H", "H", "H", "H"],
  "coordinates": [[3.64217, 6.27744, -3.42023], [3.22068, 5.04626, -2.67662], [3.33206, 4.98095, -1.29314], [2.93385, 3.85523, -0.59610], [2.39291, 2.77327, -1.27731], [1.93594, 1.62282, -0.59232], [2.72549, 0.41745, -0.72181], [1.33860, 1.84336, 0.96710], [2.37163, 1.64875, 1.94817], [0.59681, 3.06705, 0.98663], [0.19479, 0.47506, 1.04305], [0.43120, -0.59546, 1.88051], [-0.45385, -1.66350, 1.93362], [-1.57676, -1.63810, 1.11456], [-1.82934, -0.51511, 0.30868], [-0.94749, 0.53838, 0.25911], [-3.14817, -0.66307, -0.38289], [-3.66466, -2.02858, 0.09929], [-3.91099, -2.99245, -1.05711], [-2.60784, -2.55369, 0.98493], [-2.84357, -3.74142, 1.63741], [-3.96779, -4.19876, 1.68902], [-1.65929, -4.45361, 2.19518], [-1.90764, -5.79619, 2.82664], [-1.56302, -4.63425, 3.69162], [2.27408, 2.82825, -2.66165], [2.69140, 3.95181, -3.34927], [3.87276, 6.04667, -4.45747], [4.51539, 6.72978, -2.95565], [2.83744, 7.01305, -3.40724], [3.74618, 5.82018, -0.75332], [3.03269, 3.80575, 0.47672], [3.57526, 0.42822, -0.03093], [2.09263, -0.43931, -0.48936], [3.09171, 0.33078, -1.74270], [1.31324, -0.57580, 2.50077], [-0.26914, -2.46416, 2.62678], [-1.12332, 1.41178, -0.34745], [-3.02837, -0.64887, -1.46751], [-3.82218, 0.15041, -0.11225], [-4.58453, -1.93520, 0.68644], [-4.27028, -3.94625, -0.68184], [-4.66297, -2.57785, -1.72318], [-2.99121, -3.15449, -1.61581], [-0.74433, -4.31638, 1.63438], [-2.92984, -6.14177, 2.83062], [-1.17158, -6.56987, 2.67300], [-2.34609, -4.19791, 4.29277], [-0.58335, -4.59007, 4.14456], [1.85225, 1.98777, -3.19284], [2.59646, 3.98165, -4.42558]]
}

---

Record 3
{
  "formula": "C21H24N2O7",
  "method": "the ωB97M-V functional and the def2-TZVPD basis",
  "lumo_energy_ev": 0.76,
  "de_lowest_kcal_mol": 76.1,
  "max_force_ha_per_bohr": 0.0146,
  "energy_ev": -39478.80510,
  "elements": ["C", "C", "O", "C", "O", "C", "N", "C", "C", "C", "C", "C", "O", "C", "C", "O", "N", "C", "C", "C", "C", "O", "C", "C", "C", "O", "C", "C", "C", "O", "H", "H", "H", "H", "H", "H", "H", "H", "H", "H", "H", "H", "H", "H", "H", "H", "H", "H", "H", "H", "H", "H", "H", "H"],
  "coordinates": [[-6.84781, -2.59737, -1.59739], [-6.97589, -1.92749, -0.23773], [-5.71028, -1.85648, 0.42897], [-4.90670, -0.84598, 0.10263], [-5.18294, 0.02940, -0.67245], [-3.59731, -0.94352, 0.87512], [-2.71168, 0.14188, 0.57598], [-3.02754, 1.51312, 0.92754], [-1.69888, 2.20722, 0.73183], [-1.47611, 3.63948, 0.31911], [-0.20180, 3.87254, 0.60897], [0.31183, 2.59648, 1.24386], [-0.84624, 2.08566, 1.86972], [0.52335, 1.54570, 0.08988], [1.36386, 2.07125, -1.05258], [0.93414, 2.88049, -1.85192], [2.63425, 1.60837, -1.17234], [3.33656, 0.62870, -0.45423], [3.39653, 0.58798, 0.92648], [4.11590, -0.39488, 1.59046], [4.81194, -1.34623, 0.86061], [5.55102, -2.35792, 1.39116], [5.60176, -2.48717, 2.79181], [4.79587, -1.29268, -0.53587], [4.07211, -0.31996, -1.19629], [4.00818, -0.17976, -2.54955], [4.70360, -1.10303, -3.35307], [-0.93973, 1.33672, -0.31676], [-1.54361, -0.03547, -0.08895], [-1.09283, -1.10775, -0.42416], [-6.21364, -1.99998, -2.24763], [-6.41060, -3.58688, -1.48944], [-7.83012, -2.68967, -2.05148], [-7.37367, -0.91364, -0.34900], [-7.61357, -2.50820, 0.43145], [-3.08619, -1.86809, 0.58604], [-3.82373, -0.98795, 1.94680], [-3.35639, 1.57280, 1.96850], [-3.80085, 1.92048, 0.26875], [-2.19542, 4.25281, -0.18352], [0.39789, 4.73864, 0.41774], [1.13529, 2.68975, 1.94674], [0.94058, 0.62649, 0.50220], [3.06472, 1.84968, -2.05909], [2.88784, 1.34308, 1.50295], [4.12560, -0.39404, 2.66768], [6.22075, -3.36200, 2.98422], [4.60580, -2.64777, 3.21605], [6.06020, -1.61015, 3.25983], [5.36083, -2.04130, -1.06529], [5.78126, -1.06369, -3.16641], [4.50276, -0.80570, -4.38101], [4.34166, -2.12261, -3.19304], [-1.12257, 1.65860, -1.34389]]
}

---

Please write out number 3 again, unchanged.
{
  "formula": "C21H24N2O7",
  "method": "the ωB97M-V functional and the def2-TZVPD basis",
  "lumo_energy_ev": 0.76,
  "de_lowest_kcal_mol": 76.1,
  "max_force_ha_per_bohr": 0.0146,
  "energy_ev": -39478.80510,
  "elements": ["C", "C", "O", "C", "O", "C", "N", "C", "C", "C", "C", "C", "O", "C", "C", "O", "N", "C", "C", "C", "C", "O", "C", "C", "C", "O", "C", "C", "C", "O", "H", "H", "H", "H", "H", "H", "H", "H", "H", "H", "H", "H", "H", "H", "H", "H", "H", "H", "H", "H", "H", "H", "H", "H"],
  "coordinates": [[-6.84781, -2.59737, -1.59739], [-6.97589, -1.92749, -0.23773], [-5.71028, -1.85648, 0.42897], [-4.90670, -0.84598, 0.10263], [-5.18294, 0.02940, -0.67245], [-3.59731, -0.94352, 0.87512], [-2.71168, 0.14188, 0.57598], [-3.02754, 1.51312, 0.92754], [-1.69888, 2.20722, 0.73183], [-1.47611, 3.63948, 0.31911], [-0.20180, 3.87254, 0.60897], [0.31183, 2.59648, 1.24386], [-0.84624, 2.08566, 1.86972], [0.52335, 1.54570, 0.08988], [1.36386, 2.07125, -1.05258], [0.93414, 2.88049, -1.85192], [2.63425, 1.60837, -1.17234], [3.33656, 0.62870, -0.45423], [3.39653, 0.58798, 0.92648], [4.11590, -0.39488, 1.59046], [4.81194, -1.34623, 0.86061], [5.55102, -2.35792, 1.39116], [5.60176, -2.48717, 2.79181], [4.79587, -1.29268, -0.53587], [4.07211, -0.31996, -1.19629], [4.00818, -0.17976, -2.54955], [4.70360, -1.10303, -3.35307], [-0.93973, 1.33672, -0.31676], [-1.54361, -0.03547, -0.08895], [-1.09283, -1.10775, -0.42416], [-6.21364, -1.99998, -2.24763], [-6.41060, -3.58688, -1.48944], [-7.83012, -2.68967, -2.05148], [-7.37367, -0.91364, -0.34900], [-7.61357, -2.50820, 0.43145], [-3.08619, -1.86809, 0.58604], [-3.82373, -0.98795, 1.94680], [-3.35639, 1.57280, 1.96850], [-3.80085, 1.92048, 0.26875], [-2.19542, 4.25281, -0.18352], [0.39789, 4.73864, 0.41774], [1.13529, 2.68975, 1.94674], [0.94058, 0.62649, 0.50220], [3.06472, 1.84968, -2.05909], [2.88784, 1.34308, 1.50295], [4.12560, -0.39404, 2.66768], [6.22075, -3.36200, 2.98422], [4.60580, -2.64777, 3.21605], [6.06020, -1.61015, 3.25983], [5.36083, -2.04130, -1.06529], [5.78126, -1.06369, -3.16641], [4.50276, -0.80570, -4.38101], [4.34166, -2.12261, -3.19304], [-1.12257, 1.65860, -1.34389]]
}

---

Repeat the second record exactly.
{
  "formula": "C21H24N2O3S",
  "method": "the ωB97M-V functional and the def2-TZVPD basis",
  "lumo_energy_ev": 0.55,
  "de_lowest_kcal_mol": 42.7,
  "max_force_ha_per_bohr": 0.0196,
  "energy_ev": -42124.05108,
  "elements": ["C", "C", "C", "C", "C", "N", "C", "S", "O", "O", "C", "C", "C", "C", "C", "C", "C", "C", "C", "N", "C", "O", "C", "C", "C", "C", "C", "H", "H", "H", "H", "H", "H", "H", "H", "H", "H", "H", "H", "H", "H", "H", "H", "H", "H", "H", "H", "H", "H", "H", "H"],
  "coordinates": [[3.64217, 6.27744, -3.42023], [3.22068, 5.04626, -2.67662], [3.33206, 4.98095, -1.29314], [2.93385, 3.85523, -0.59610], [2.39291, 2.77327, -1.27731], [1.93594, 1.62282, -0.59232], [2.72549, 0.41745, -0.72181], [1.33860, 1.84336, 0.96710], [2.37163, 1.64875, 1.94817], [0.59681, 3.06705, 0.98663], [0.19479, 0.47506, 1.04305], [0.43120, -0.59546, 1.88051], [-0.45385, -1.66350, 1.93362], [-1.57676, -1.63810, 1.11456], [-1.82934, -0.51511, 0.30868], [-0.94749, 0.53838, 0.25911], [-3.14817, -0.66307, -0.38289], [-3.66466, -2.02858, 0.09929], [-3.91099, -2.99245, -1.05711], [-2.60784, -2.55369, 0.98493], [-2.84357, -3.74142, 1.63741], [-3.96779, -4.19876, 1.68902], [-1.65929, -4.45361, 2.19518], [-1.90764, -5.79619, 2.82664], [-1.56302, -4.63425, 3.69162], [2.27408, 2.82825, -2.66165], [2.69140, 3.95181, -3.34927], [3.87276, 6.04667, -4.45747], [4.51539, 6.72978, -2.95565], [2.83744, 7.01305, -3.40724], [3.74618, 5.82018, -0.75332], [3.03269, 3.80575, 0.47672], [3.57526, 0.42822, -0.03093], [2.09263, -0.43931, -0.48936], [3.09171, 0.33078, -1.74270], [1.31324, -0.57580, 2.50077], [-0.26914, -2.46416, 2.62678], [-1.12332, 1.41178, -0.34745], [-3.02837, -0.64887, -1.46751], [-3.82218, 0.15041, -0.11225], [-4.58453, -1.93520, 0.68644], [-4.27028, -3.94625, -0.68184], [-4.66297, -2.57785, -1.72318], [-2.99121, -3.15449, -1.61581], [-0.74433, -4.31638, 1.63438], [-2.92984, -6.14177, 2.83062], [-1.17158, -6.56987, 2.67300], [-2.34609, -4.19791, 4.29277], [-0.58335, -4.59007, 4.14456], [1.85225, 1.98777, -3.19284], [2.59646, 3.98165, -4.42558]]
}